CH7PSi | wB97M-V/def2-TZVPD

Geometry as ORCA input:
```
! RIJCOSX wB97M-V def2-TZVPD def2/J DEFGRID3
* xyz 0 1
C 1.01866 1.15575 0.21373
Si 0.32692 -0.19660 -0.91716
P -1.50698 -1.69418 0.68113
H 0.49226 1.65639 0.89866
H 1.82699 0.60689 0.66484
H 1.55787 1.76334 -0.35668
H -0.19690 0.22520 -2.21419
H 1.10772 -1.32194 -0.99709
H -2.64299 -1.00446 0.16614
H -1.98356 -1.19040 1.86063
*
```

## Properties
Relative energy (zero: lowest compared OMol25 entry of this formula, charge and spin) (kJ/mol): 203.4
Orbital gap (eV): 8.105
Total energy (hartree): -673.03107

Mulliken atomic charge list, values in e, 2 entries: C -1.146; Si 0.365